Formula: C90H217N11O30
Source: the OMol25 dataset
Level of theory: ωB97M-V/def2-TZVPD

Max |F| (Eh/bohr): 0.090
HOMO (eV): -8.227
Spin multiplicity: 1
Charge: 0
Energy above the lowest of the compared OMol25 structures with the same formula, charge and spin (kcal/mol): 0.0
LUMO level (eV): 0.021
HOMO-LUMO gap (eV): 8.247

Geometry (Å):
O (0.65628, 8.27812, -1.75674)
O (-0.26999, 0.21705, 2.88384)
O (4.30121, -6.72221, -9.19965)
O (-1.10565, -3.46179, 5.03844)
O (4.68306, -0.67631, 2.77669)
O (-2.62063, 6.58879, -0.16339)
O (-2.36118, 1.77205, 6.47848)
O (-3.13775, 5.73985, 2.78616)
O (2.90845, -4.02716, 12.18834)
O (4.19014, -2.53672, 1.00558)
O (-4.30953, 2.62209, 4.26015)
O (-1.00433, -5.04609, -5.98648)
O (-5.94646, -1.10072, 5.54205)
O (-1.08446, -4.03449, 2.34415)
O (-3.08710, -1.77455, 5.93454)
O (-3.55676, -2.94845, -6.55780)
O (0.66922, 6.24485, 3.97584)
O (-1.79632, -4.84842, -0.76494)
O (-3.90368, -5.11661, 2.73158)
O (-6.97143, 1.71276, 0.11940)
O (-4.88639, 2.90532, 7.22264)
O (3.20044, 5.71376, 3.46377)
O (4.12407, -5.59778, 6.34508)
O (1.55325, -1.83405, 8.38049)
O (-0.27347, -0.50181, -1.68190)
O (-0.78739, 3.38778, -3.53244)
O (1.57188, -1.14238, 0.81073)
O (2.27404, 5.14635, 6.03907)
O (4.77927, 0.06557, -6.11374)
O (2.81688, 2.85303, -0.67306)
N (5.13518, -1.13699, -5.44698)
N (-0.20393, 4.15884, -4.57369)
N (-3.96356, -3.23999, 0.47077)
N (4.08040, -3.32428, 4.05113)
N (-5.92021, -1.29017, 1.82333)
N (0.89548, 4.71714, -1.24692)
N (1.48727, -5.31405, -7.28924)
N (3.81069, 5.28260, 2.26030)
N (1.49232, -4.27206, 9.76392)
N (-2.18272, -0.00441, 0.46658)
N (-4.68760, -2.17556, -7.07047)
C (1.04641, 4.16877, -6.59447)
C (-5.11967, -4.65471, 2.09161)
C (0.55759, -4.24044, -7.53268)
C (-2.84920, 0.43614, 6.79952)
C (4.46009, 6.53505, 1.63309)
C (-2.37711, 3.97882, -5.79503)
C (0.12448, 1.90205, -5.80168)
C (2.22407, -5.39847, 10.36887)
C (-6.28502, 2.65342, -0.66827)
C (-2.96712, 5.33042, 0.33149)
C (0.85482, 6.93585, -2.11106)
C (0.73711, -2.99792, 7.95583)
C (-1.19657, 1.25452, 2.52231)
C (5.20307, -4.71755, 6.59436)
C (-1.96783, 0.91167, -0.60652)
C (-6.75310, -0.39414, 1.09198)
C (0.07481, 5.62183, 5.09806)
C (3.19773, -3.89769, 13.53689)
C (3.77265, -1.99745, 4.48295)
C (0.18876, -1.21621, -2.81578)
C (4.45382, -2.82722, -3.90065)
C (1.71733, -2.51433, 0.45716)
C (5.54798, -2.03507, -6.56020)
C (-5.81437, 2.89476, 6.16917)
C (-0.93328, 5.75796, -6.30666)
C (5.76750, 0.15654, 2.24315)
C (5.75408, -3.42850, -5.95327)
C (-6.00064, 0.75171, 0.55287)
C (1.46416, 2.55671, -0.31969)
C (-6.04053, -3.98721, -6.44936)
C (4.90286, -1.02049, 4.18925)
C (1.47213, -4.25451, 8.35775)
C (4.62646, -3.91896, -4.98937)
C (-3.49373, -0.33593, -5.87502)
C (-4.08027, -5.07081, 4.16554)
C (-6.96313, -1.64554, -6.39541)
C (-5.73412, -2.52752, -6.07973)
C (3.61337, 3.05311, 2.96883)
C (5.56783, 4.25984, 3.80174)
C (6.34478, 5.02647, 0.85919)
C (-6.59306, -0.11033, -6.45723)
C (-6.88076, -1.48724, 6.60315)
C (-0.33387, -2.60236, 4.14356)
C (6.86787, -1.45218, -7.03192)
C (1.83424, 3.07430, -4.53434)
C (3.55772, -6.21754, -8.10370)
C (-1.51657, 0.17420, -1.89440)
C (-0.06108, 4.88647, -7.25944)
C (5.56487, -7.22643, -8.83080)
C (2.10675, -6.02612, -8.43640)
C (-0.67081, 8.72729, -1.89115)
C (-2.33837, 0.64691, 1.74252)
C (-3.78607, 5.23943, 1.58160)
C (-3.29081, -0.74883, -8.34314)
C (-1.39026, 4.87522, -5.19643)
C (5.32967, 7.37987, 2.61925)
C (-0.12451, -3.90512, -6.22874)
C (-3.37924, -3.08084, -0.89848)
C (-1.58308, -4.83093, -4.69987)
C (0.62497, 3.32713, -5.41259)
C (0.81875, 0.87661, 3.58542)
C (3.14300, -4.28989, 4.39939)
C (-2.04830, 5.77068, -4.14780)
C (-0.46182, -5.26740, -0.37716)
C (-5.50091, -0.99441, 3.15060)
C (5.35453, 6.10027, 0.42019)
C (0.91639, -0.65066, 8.14080)
C (3.98228, -0.39135, -3.49649)
C (1.04741, 4.57674, 5.54258)
C (-4.72584, -4.47667, 0.62757)
C (-1.89022, -3.38887, -0.91575)
C (0.79231, 3.89932, -0.06483)
C (-2.78009, -0.40247, 5.52860)
C (-5.31642, 3.49699, 4.90111)
C (-5.32608, -2.46300, -4.61151)
C (3.64533, 1.75564, -0.92837)
C (2.24588, -5.24402, 11.88534)
C (3.21613, -2.71766, -0.00693)
C (-6.44416, -1.50159, 4.25260)
C (-4.22635, -0.75074, -7.13388)
C (0.42196, 6.08005, -0.99603)
C (-1.01902, -2.67625, 2.79022)
C (3.30741, 7.39818, 1.05184)
C (-5.46799, 0.10367, -7.48585)
C (4.62608, 4.13097, 2.63256)
C (5.50155, 3.77670, 1.38488)
C (3.62902, -5.60625, 4.97766)
C (4.03864, -1.48379, -4.48012)
C (2.72808, -1.64779, -5.17325)
C (4.63500, -2.17430, -7.74316)
H (-5.29313, 1.27445, 1.28110)
H (-7.45371, -1.05522, 4.04590)
H (4.06885, 2.07269, 3.04604)
H (-2.01282, -2.23044, 2.69346)
H (1.41195, -3.18571, 1.29381)
H (-0.22094, 3.59221, 0.17112)
H (3.93666, -5.22996, -7.74090)
H (6.04492, 0.93705, 2.91174)
H (-0.53832, -6.36966, -0.35050)
H (0.57599, -3.21508, 4.02262)
H (-7.42751, 0.53653, -6.62675)
H (5.17282, -2.74076, -8.48439)
H (4.63018, 2.11698, -1.20914)
H (2.72707, 5.56739, 5.31262)
H (5.96200, 3.25761, 4.00222)
H (1.92168, -1.73050, -4.46546)
H (4.87162, -3.70135, 6.55258)
H (-4.68371, 3.80740, 7.50418)
H (-2.11201, 3.63557, -6.77156)
H (3.11285, 3.35597, 3.92831)
H (2.33500, -3.98375, 5.13891)
H (-2.52484, 3.06187, -5.21481)
H (3.29453, -3.73557, -0.40547)
H (-5.13977, -1.64633, 1.25480)
H (2.80533, 8.00076, 1.78867)
H (-0.89606, 5.15522, 4.84329)
H (1.40374, 0.06037, 3.99805)
H (-0.82361, -4.87243, -3.90542)
H (0.44591, -0.57760, -3.65018)
H (-0.68740, 2.01503, 1.96767)
H (-6.10332, 3.58093, 4.17854)
H (-6.95556, 3.42690, -0.94490)
H (2.30303, 6.01739, 3.19884)
H (7.41002, -1.35333, -6.10001)
H (-0.20960, -4.74086, 0.53934)
H (-1.65153, 1.74639, 3.42489)
H (-2.79821, -0.02595, 2.42971)
H (-1.76813, -4.47819, 2.84694)
H (-5.53673, -1.49458, -4.14428)
H (-5.19540, 1.13134, -7.45912)
H (3.88066, 0.53012, -3.99601)
H (-3.31429, -3.24325, 1.19685)
H (-1.81967, 6.12940, -6.81805)
H (6.46730, 4.83103, 3.50429)
H (-1.37680, -3.10236, -1.81425)
H (-5.51074, -3.71561, 2.53654)
H (1.12450, -3.41615, -8.00207)
H (3.15092, -0.63919, -2.82475)
H (1.69586, 2.31345, -3.80836)
H (-5.43944, -4.71449, -5.94119)
H (6.23276, 6.92355, 3.03335)
H (6.09305, -6.52022, -8.19074)
H (6.90673, 4.58872, 0.08057)
H (4.75749, 3.44192, 0.65800)
H (-3.25307, 0.72101, -5.92649)
H (-3.89347, 0.45073, 7.15932)
H (2.94507, -6.39561, 5.08773)
H (1.02254, -1.87112, -2.58768)
H (-6.75156, 3.37484, 6.48617)
H (3.69019, -6.86454, -7.20925)
H (-0.04803, -0.65798, 8.68882)
H (-1.73469, -0.30646, 5.17856)
H (1.24066, -5.32949, 12.29550)
H (3.39649, -1.97885, -0.82649)
H (6.61698, -3.35202, -5.30604)
H (2.63411, 2.64750, -5.18022)
H (3.74597, 8.13065, 0.35336)
H (-4.08773, -0.49970, -5.01415)
H (-1.50943, 0.88729, -2.73902)
H (5.56430, -5.03556, 7.57584)
H (0.41766, 1.38733, 4.44792)
H (6.64675, -0.45533, 2.06962)
H (-7.35500, -0.87130, 0.31696)
H (-0.21763, -4.42841, -8.36439)
H (5.91290, -1.52915, 4.26403)
H (1.51925, 3.55155, -7.36333)
H (1.56388, 0.13516, 8.45601)
H (0.35725, 5.46239, -8.04573)
H (5.66319, 8.28151, 2.11318)
H (1.78010, -6.31716, 10.02720)
H (0.96866, 1.24091, -5.80147)
H (3.95721, -1.66436, 1.33555)
H (-2.20741, -0.07207, 7.56697)
H (-0.65137, -1.79996, -3.20465)
H (6.19190, 2.95170, 1.66423)
H (-3.94045, -3.70656, -1.58539)
H (6.21993, -7.24828, -9.71052)
H (-4.51517, -1.54975, 3.33528)
H (3.72251, -3.12795, -3.07984)
H (7.43505, -2.10568, -7.61965)
H (-0.44325, -2.05770, 2.02067)
H (0.68227, 6.42598, 0.05787)
H (-4.84262, -5.77106, 4.46456)
H (-3.18177, -5.42828, 4.69200)
H (-7.06278, -2.58738, 6.56415)
H (-1.26244, 1.73357, -0.32769)
H (2.83829, -5.96311, 12.38908)
H (-4.06868, -1.76125, 5.87655)
H (-4.83927, 4.47758, 5.01878)
H (0.71895, -0.95402, 1.23199)
H (2.19323, 3.98206, -3.98035)
H (5.41957, -2.59003, -3.43250)
H (-4.44649, -4.04912, 4.38619)
H (-0.10581, 6.31857, 5.88833)
H (-6.62204, -2.58043, 4.17381)
H (1.57963, -6.95704, -8.63535)
H (1.87080, -3.40630, 10.09343)
H (-1.46020, 8.02037, -2.23925)
H (-1.40403, 6.60415, -3.89586)
H (-2.30506, 2.24775, 7.32433)
H (-5.27450, 0.04481, 3.33481)
H (2.41641, -4.16393, 7.82145)
H (-7.09781, -4.17360, -6.18787)
H (2.58568, -0.86178, -5.92280)
H (2.71363, 6.76660, 0.41515)
H (-5.77781, -0.21754, -8.51441)
H (4.29192, -3.29832, 3.09614)
H (3.69364, -4.20285, -5.40962)
H (-2.35469, -1.26144, -7.96224)
H (2.36046, -3.53042, 14.15443)
H (1.29231, 3.92617, 4.70912)
H (-3.00778, 6.07051, -4.53703)
H (-3.49069, -2.04191, -1.24479)
H (5.18408, 4.61418, 4.73851)
H (4.96715, -4.85892, -4.56921)
H (-4.68669, 5.83042, 1.41911)
H (-5.95081, -3.16482, -4.07776)
H (1.81601, 4.87989, -6.23522)
H (-6.41806, -1.23659, 7.58231)
H (-2.27944, 7.11411, 0.57625)
H (-7.85366, -0.95465, 6.64080)
H (5.47461, 0.66811, -5.87542)
H (5.96839, 6.88676, -0.06457)
H (4.73323, 7.69718, 3.43573)
H (-3.59287, -1.31492, -9.22556)
H (3.93017, -3.11120, 13.59094)
H (-4.25165, -2.64015, -4.38812)
H (-6.21248, 0.20951, -5.51935)
H (0.98559, -5.96533, -6.67901)
H (2.03875, -5.34900, -9.33356)
H (-0.16824, -1.59307, 4.55747)
H (-5.63189, -4.50881, -0.02792)
H (5.65581, -8.17684, -8.25113)
H (-2.29648, -0.56715, -2.07518)
H (-0.22107, 3.69758, -2.77567)
H (-5.81334, 2.20443, -1.47768)
H (0.29250, -5.06736, -1.12351)
H (-4.09393, 4.16055, 1.60290)
H (2.49660, -4.61500, 3.51698)
H (-2.71332, 4.95174, 3.19744)
H (5.97705, -4.99557, 5.84067)
H (2.85353, 2.99598, 2.18757)
H (1.93217, 6.85372, -2.26652)
H (0.93284, -5.13413, 7.92811)
H (-5.42192, 3.05799, -0.04744)
H (-5.36684, 0.49669, -0.30916)
H (-1.35983, -2.88948, -0.08550)
H (0.46772, -3.73701, -5.32867)
H (1.36147, 1.61526, 2.99618)
H (4.47504, -5.92095, 4.30811)
H (0.19191, 7.06704, 3.91233)
H (-0.73957, -3.04855, -6.39771)
H (4.91809, -0.17003, 4.80234)
H (-0.69776, 6.11082, -1.08912)
H (-1.84978, -2.91610, 5.35900)
H (-0.11286, -2.79353, 8.59055)
H (0.42224, -2.93475, 6.87856)
H (-3.61804, -3.61325, -7.28286)
H (-2.95917, 1.42231, -0.90665)
H (-4.07953, -5.39702, 0.41212)
H (3.76451, -2.05984, 5.57125)
H (-3.66677, 2.51600, 4.93135)
H (5.95306, -4.19629, -6.72060)
H (-1.45391, -0.70169, 0.50466)
H (-3.47680, -0.05185, 4.79641)
H (0.56050, -0.52987, 7.08999)
H (-2.11469, 4.70524, 0.48394)
H (-0.39285, 1.93005, -6.76929)
H (-2.97021, 0.26878, -8.51684)
H (1.02521, -2.77167, -0.35488)
H (-0.67396, 4.18577, -7.79341)
H (5.48512, 0.54007, 1.25399)
H (7.03941, 5.38637, 1.65665)
H (0.34259, 6.56306, -2.98519)
H (-7.71755, -1.81238, -5.58678)
H (3.66787, -2.63954, -7.51272)
H (4.74014, 5.67009, -0.38802)
H (-2.35729, -5.60941, -4.52107)
H (-5.91208, -4.04913, -7.55407)
H (-7.32607, -1.96131, -7.35629)
H (0.72904, 4.03088, 6.37765)
H (2.62232, -2.53702, -5.76892)
H (-3.56846, 4.91809, -0.49129)
H (-3.04163, 1.51307, 1.59378)
H (0.97661, 2.05592, -1.15270)
H (-2.29316, 5.22361, -3.23126)
H (-6.00550, -5.33506, 2.20182)
H (1.41485, 1.91770, 0.58642)
H (-0.27110, 6.51829, -5.82679)
H (-6.06549, 1.81174, 6.04068)
H (3.31505, -5.36305, 10.02101)
H (3.46118, -4.86400, 13.98607)
H (3.74582, 1.09840, -0.01072)
H (6.75876, -0.45562, -7.49288)
H (-7.42939, 0.04177, 1.82188)
H (1.88377, 4.73570, -1.44674)
H (4.45747, -1.18186, -8.22564)
H (-0.75490, 9.58461, -2.55157)
H (-1.09480, 9.06709, -0.87778)
H (-0.49435, 1.50120, -5.07011)
H (-3.30321, 4.53062, -5.95702)
H (2.82269, -1.64408, 4.02812)
H (-2.54381, -0.92047, -5.81489)
H (4.80794, -0.29783, -2.76493)
H (-2.15295, -3.88709, -4.60832)
H (3.25307, 1.18538, -1.72549)
H (1.21416, 4.43835, 0.86752)

Löwdin atomic charge list, values in e, 5 entries: number 1, O, carries -0.159; number 2, O, carries -0.214; number 3, O, carries -0.174; number 4, O, carries -0.100; number 5, O, carries -0.245